9
Properties=species:S:1:pos:R:3:forces:R:3:lowdin_charge:R:1 method="wB97M-V/def2-TZVPD" homo_lumo_gap_ev=9.03 de_lowest_ev=0.000 energy_ev=-57701.1648 homo_energy_ev=-9.0 max_force_ev_per_a=1.54
H -0.321 -0.839 0.000 -0.341 0.244 0.049 0.036
C 1.790 -0.647 -2.068 0.208 -0.869 0.149 -0.433
O 2.900 -0.834 -2.337 -0.115 0.455 -0.091 0.202
O 0.670 -0.575 -1.768 0.146 0.401 -0.217 0.153
C -1.981 1.199 1.527 0.279 -0.535 -0.439 0.084
C -1.609 0.275 0.841 -0.309 1.219 0.895 -0.340
O -1.284 -0.729 0.088 0.038 -0.522 -0.098 0.014
H -2.298 2.038 2.116 0.124 -0.395 -0.247 0.022
Zn 2.134 0.111 1.600 -0.030 0.001 -0.001 0.263